{
  "formula": "C42H105N7",
  "method": "ωB97M-V/def2-TZVPD",
  "relative_energy_kj_mol": 104.84,
  "gap_ev": 8.7,
  "smiles": "CCN(CC)CC.CCN(CC)CC.CCN(CC)CC.CCN(CC)CC.CCN(CC)CC.CCN(CC)CC.CCN(CC)CC",
  "spin_multiplicity": 1,
  "elements": ["C", "C", "N", "C", "C", "C", "C", "H", "H", "H", "H", "H", "H", "H", "H", "H", "H", "H", "H", "H", "H", "H", "C", "C", "N", "C", "C", "C", "C", "H", "H", "H", "H", "H", "H", "H", "H", "H", "H", "H", "H", "H", "H", "H", "C", "C", "N", "C", "C", "C", "C", "H", "H", "H", "H", "H", "H", "H", "H", "H", "H", "H", "H", "H", "H", "H", "C", "C", "N", "C", "C", "C", "C", "H", "H", "H", "H", "H", "H", "H", "H", "H", "H", "H", "H", "H", "H", "H", "C", "C", "N", "C", "C", "C", "C", "H", "H", "H", "H", "H", "H", "H", "H", "H", "H", "H", "H", "H", "H", "H", "C", "C", "N", "C", "C", "C", "C", "H", "H", "H", "H", "H", "H", "H", "H", "H", "H", "H", "H", "H", "H", "H", "C", "C", "N", "C", "C", "C", "C", "H", "H", "H", "H", "H", "H", "H", "H", "H", "H", "H", "H", "H", "H", "H"],
  "positions_angstrom": [[3.6793, 3.1218, 39.4747], [3.8579, 3.4662, 38.0203], [2.5424, 3.6918, 37.3713], [1.8772, 4.9168, 38.0259], [0.3381, 4.7912, 38.2135], [2.7971, 3.9774, 35.9739], [3.1265, 2.6901, 35.1347], [3.6470, 3.9966, 40.1192], [4.4743, 2.4557, 39.7951], [2.7388, 2.5650, 39.6107], [4.5141, 4.3614, 37.9273], [4.3594, 2.6207, 37.5371], [2.3335, 5.2022, 38.9722], [2.0461, 5.7845, 37.3594], [-0.2133, 4.4453, 37.3473], [0.1088, 4.0832, 39.0247], [-0.0608, 5.7682, 38.5529], [3.5936, 4.7283, 35.7754], [1.8720, 4.3973, 35.5554], [2.4003, 1.9037, 35.3359], [4.1293, 2.3168, 35.3562], [3.0883, 2.9113, 34.0651], [0.7544, -0.5711, 47.8914], [0.0468, -0.9418, 46.6290], [-1.2434, -0.2393, 46.5410], [-2.3349, -1.0237, 47.1226], [-3.4622, -0.1543, 47.6323], [-1.5415, 0.1657, 45.1997], [-0.6615, 1.2727, 44.7392], [0.1391, -0.8270, 48.7650], [0.9434, 0.5006, 47.9637], [1.7007, -1.1094, 48.0253], [0.6477, -0.6685, 45.7667], [-0.1132, -2.0361, 46.5839], [-2.7557, -1.7544, 46.3886], [-1.9608, -1.6050, 47.9622], [-3.7451, -0.4772, 48.6327], [-3.0935, 0.8711, 47.7151], [-4.3359, -0.1480, 46.9889], [-2.5923, 0.4704, 45.1103], [-1.4927, -0.7082, 44.4915], [-0.8862, 2.1748, 45.3297], [-0.8171, 1.5341, 43.6953], [0.3953, 1.1179, 44.9649], [-6.8511, 3.8461, 44.0731], [-7.5674, 5.1268, 44.3751], [-6.7937, 6.3400, 44.2112], [-6.5332, 6.7400, 42.8482], [-7.7669, 6.8410, 41.9862], [-5.6422, 6.3836, 45.0159], [-5.0687, 7.7813, 45.0876], [-6.5464, 3.8076, 43.0129], [-7.5046, 2.9683, 44.1763], [-5.9666, 3.7036, 44.6862], [-8.4522, 5.1839, 43.7450], [-7.9234, 5.1241, 45.4110], [-6.1274, 7.7520, 42.9172], [-5.8222, 6.0468, 42.3476], [-7.4968, 7.3339, 41.0553], [-8.1816, 5.8581, 41.7517], [-8.5525, 7.4020, 42.4976], [-4.8454, 5.6724, 44.7312], [-5.9860, 6.1472, 46.0293], [-5.8946, 8.4905, 45.1781], [-4.4735, 8.0340, 44.2149], [-4.4762, 7.8559, 45.9954], [2.2211, 9.3393, 44.3230], [3.0781, 10.3230, 43.6700], [2.8204, 10.5712, 42.2651], [3.7801, 11.4547, 41.6588], [3.5187, 12.9422, 41.9785], [2.3835, 9.4994, 41.4454], [3.4577, 8.5700, 41.0124], [1.1630, 9.4693, 44.1037], [2.3039, 9.4337, 45.4111], [2.5035, 8.2965, 44.1232], [2.8529, 11.2799, 44.1834], [4.1492, 10.1353, 43.9129], [3.7043, 11.3285, 40.5735], [4.8252, 11.1803, 41.9439], [2.4142, 13.1095, 41.9893], [3.9819, 13.6119, 41.2649], [3.7385, 13.2468, 43.0188], [1.6357, 8.9492, 42.0097], [1.9220, 9.9095, 40.5441], [4.0564, 8.2282, 41.8707], [3.0812, 7.6798, 40.5037], [4.1695, 9.0678, 40.3420], [-0.7623, 11.3108, 43.4476], [-1.9336, 12.1678, 43.1083], [-3.0935, 11.4616, 42.6386], [-4.0651, 12.4351, 42.1638], [-3.8446, 13.0148, 40.7782], [-2.8531, 10.3147, 41.7489], [-4.1279, 9.5573, 41.6158], [0.0740, 11.9209, 43.7872], [-0.3760, 10.7708, 42.5743], [-0.9814, 10.5242, 44.1850], [-2.2769, 12.7153, 43.9808], [-1.5517, 12.8648, 42.3287], [-5.0393, 11.9320, 42.2064], [-4.1413, 13.2352, 42.9010], [-4.2481, 12.3952, 39.9811], [-4.2586, 14.0204, 40.7158], [-2.7695, 13.1168, 40.5775], [-2.0446, 9.7133, 42.1379], [-2.5510, 10.6365, 40.7192], [-4.5846, 9.5118, 42.6221], [-4.1637, 8.5425, 41.2245], [-4.8650, 10.1033, 41.0109], [2.6165, 4.7680, 46.1765], [2.9240, 3.4262, 46.9234], [4.2166, 2.9185, 46.6011], [5.2362, 3.7532, 47.2939], [6.6589, 3.4846, 46.7921], [4.3421, 1.5686, 47.0475], [3.7380, 0.5446, 46.0687], [2.7968, 5.6015, 46.8538], [1.6402, 4.8017, 45.7296], [3.3584, 4.8698, 45.3752], [2.8866, 3.6324, 48.0294], [2.1590, 2.6531, 46.8196], [5.0099, 4.7988, 47.1104], [5.1728, 3.5432, 48.3861], [7.0089, 4.2742, 46.1186], [7.3954, 3.3820, 47.5984], [6.7511, 2.5602, 46.2104], [3.8933, 1.4462, 48.0662], [5.3965, 1.3267, 47.1903], [2.6620, 0.6895, 45.9317], [3.9695, -0.4837, 46.3269], [4.1636, 0.7431, 45.0707], [-2.8759, 5.8970, 41.8905], [-2.2861, 4.9172, 42.9321], [-1.5674, 3.7992, 42.4918], [-2.1973, 3.1020, 41.4053], [-3.6047, 2.5519, 41.8197], [-0.2232, 4.1255, 42.1333], [0.6490, 4.4102, 43.3387], [-2.1710, 6.2226, 41.1267], [-3.2510, 6.7596, 42.4529], [-3.7162, 5.4482, 41.3472], [-1.5965, 5.4903, 43.5720], [-3.0349, 4.5649, 43.6464], [-2.2632, 3.6900, 40.4640], [-1.5859, 2.2158, 41.1679], [-4.3332, 3.3589, 42.0438], [-4.0802, 1.9626, 41.0316], [-3.5416, 1.9463, 42.7301], [-0.0845, 5.0086, 41.4616], [0.2674, 3.3009, 41.6133], [1.6890, 4.1375, 43.1527], [0.3360, 3.7329, 44.1371], [0.5835, 5.4559, 43.6200]],
  "forces_ev_per_angstrom": [[-0.4, -0.5, 0.5], [-0.4, 0.1, 0.0], [0.6, 1.6, 1.2], [-0.5, -0.3, -1.5], [0.6, 0.0, 1.1], [-0.6, -0.8, -1.6], [0.0, 0.8, 0.5], [0.1, 0.0, 0.1], [0.2, 0.1, 0.3], [0.2, 0.2, -0.1], [-0.2, -0.3, -0.2], [-0.2, 0.3, -0.2], [0.1, -0.4, 0.0], [0.1, -0.3, 0.2], [0.2, 0.1, -0.4], [0.1, 0.1, -0.2], [0.1, -0.4, -0.3], [-0.2, -0.2, 0.4], [0.2, 0.0, 0.0], [0.0, 0.0, 0.1], [-0.1, 0.0, 0.0], [0.0, 0.1, 0.1], [0.3, -0.2, 1.2], [-0.6, -0.2, -0.3], [0.0, -0.6, 0.6], [0.0, -0.4, -0.5], [0.0, 0.6, 0.3], [-0.7, -1.0, -1.1], [0.3, 1.4, 0.4], [0.0, 0.0, -0.2], [0.0, 0.0, -0.2], [-0.1, 0.1, -0.2], [0.1, -0.1, -0.1], [0.1, 0.2, -0.1], [0.4, 0.2, 0.2], [0.3, 0.0, -0.1], [-0.3, 0.0, 0.0], [-0.1, 0.0, 0.0], [-0.1, 0.0, 0.0], [0.1, 0.1, 0.3], [0.2, 0.3, 0.3], [-0.2, -0.1, -0.2], [0.1, -0.1, -0.1], [0.0, -0.3, -0.4], [0.2, -1.0, -1.0], [-0.5, 0.3, 0.4], [-1.3, -0.1, -1.0], [0.0, 0.0, -0.2], [-0.4, -0.3, 0.0], [0.6, 0.3, 1.2], [0.0, 0.1, 0.3], [0.1, 0.1, 0.3], [0.1, 0.3, 0.3], [0.1, -0.1, 0.1], [-0.1, 0.1, 0.0], [0.0, -0.1, 0.0], [0.4, -0.3, -0.3], [0.1, 0.4, 0.1], [-0.1, 0.0, -0.1], [0.0, 0.0, -0.1], [0.1, 0.1, -0.1], [-0.1, 0.0, 0.0], [0.3, -0.3, 0.0], [0.1, 0.1, -0.1], [0.2, 0.1, 0.1], [0.3, 0.2, -0.1], [-0.8, -1.8, 1.2], [0.8, 2.1, 0.0], [0.0, 0.7, 0.6], [0.5, 0.6, 0.0], [-1.4, -0.2, 1.0], [-0.6, -0.3, -0.2], [1.5, -0.9, -0.1], [0.0, 0.0, -0.2], [0.1, 0.1, -0.1], [-0.2, 0.1, -0.2], [0.3, -0.2, -0.2], [-0.2, -0.1, -0.4], [0.1, 0.1, 0.1], [-0.4, 0.1, -0.2], [0.6, -0.2, -0.6], [0.2, 0.1, 0.0], [0.6, -0.3, -0.5], [-0.3, -0.1, -0.2], [-0.3, 0.1, 0.1], [-0.2, 0.0, -0.1], [-0.1, 0.1, 0.0], [-0.1, -0.1, 0.0], [0.8, -1.1, 0.1], [0.5, 0.3, -0.7], [0.1, -0.5, -0.1], [-1.1, -0.8, 0.2], [0.8, 0.3, -0.2], [0.1, 1.1, -1.0], [-2.0, -0.3, 0.7], [0.0, 0.0, 0.2], [0.0, 0.2, 0.0], [-0.1, 0.4, 0.1], [0.2, 0.4, 0.1], [-0.2, 0.2, 0.4], [0.0, 0.3, -0.1], [0.2, 0.0, 0.1], [-0.2, 0.0, 0.0], [-0.2, -0.1, -0.1], [-0.2, 0.0, 0.0], [0.0, -0.2, 0.2], [0.2, -0.1, 0.5], [0.1, -0.1, -0.3], [0.7, 0.0, -0.1], [0.2, 0.0, 0.0], [1.1, -0.9, 0.3], [-1.1, 1.3, 0.9], [1.2, 0.7, 0.0], [0.1, -0.8, -0.2], [0.5, -0.2, -0.3], [-0.1, -1.6, 0.6], [0.2, 0.9, -0.7], [-0.4, 0.1, -0.1], [-0.4, 0.1, 0.1], [-0.2, -0.1, 0.0], [0.0, -0.1, -0.5], [0.0, 0.1, -0.6], [-0.2, 0.1, 0.2], [-0.1, 0.3, -0.3], [-0.1, 0.0, 0.2], [-0.2, 0.2, 0.0], [-0.3, 0.1, 0.1], [0.1, 0.0, -0.4], [0.0, 0.0, -0.1], [0.1, -0.2, 0.3], [-0.1, -0.1, 0.2], [0.0, -0.1, 0.3], [-0.4, -0.5, 0.4], [-0.4, 1.9, 1.3], [0.8, -1.2, -1.4], [-1.4, -1.5, -0.2], [0.0, 0.9, -0.1], [1.9, 0.6, -0.4], [0.1, -0.5, 0.3], [0.3, 0.1, 0.2], [0.1, 0.0, -0.3], [0.0, 0.1, 0.2], [-0.2, 0.0, -0.1], [-0.5, 0.2, -0.2], [-0.1, -0.1, 0.4], [-0.1, 0.3, 0.0], [0.5, -0.3, -0.1], [0.3, -0.1, 0.0], [0.2, 0.0, -0.2], [-0.6, -0.4, -0.1], [-0.5, -0.2, -0.2], [0.1, 0.3, -0.2], [-0.1, 0.4, 0.2], [0.1, 0.0, 0.4]]
}